Below is a structure of composition C36H31N11O5Ti at a distorted geometry, with properties calculated with ωB97M-V/def2-TZVPD.

## Properties
E_HOMO (alpha / beta) ... -0.202 / -0.202 Eh
Energy relative to the best compared isomer or geometry (same formula, charge and spin) ... 59.9 kcal per mole
Molar mass ... 745.58 g/mol
Orbital gap (alpha / beta) ... 4.727 / 4.745 eV

Atoms and positions in Å:
Ti1 -0.091730 -1.870648 -0.561852
O1 1.517470 -4.333148 -0.750552
C1 1.593770 -3.424248 0.053248
O2 0.591270 -2.988848 0.747848
C2 2.911970 -2.671648 0.327548
C3 2.616970 -1.625548 1.410348
C4 3.905670 -0.910348 1.841048
C5 4.112670 0.062052 0.667348
C6 2.962070 -0.359848 -0.261552
O3 1.896170 -0.656348 0.635948
C7 3.288170 -1.748348 -0.863052
C8 2.409570 -1.935948 -2.122252
O4 2.919670 -2.115248 -3.202852
O5 1.146270 -1.778948 -1.908752
H1 3.706370 -3.379948 0.558348
H2 1.999770 -1.997348 2.229448
H3 4.725370 -1.618748 1.957448
H4 3.752670 -0.385548 2.784848
H5 5.081870 -0.046748 0.184648
H6 3.979370 1.094352 0.990348
H7 2.654270 0.391252 -0.994052
H8 4.333670 -1.843848 -1.162052
C9 -2.162330 -5.492848 -1.159952
C10 -1.433630 -4.518248 -0.528552
N1 -1.288930 -3.286248 -1.065152
C11 -1.919230 -3.067548 -2.264952
C12 -2.687930 -4.080348 -2.840652
N2 -2.816730 -5.279848 -2.315252
C13 -1.730930 -1.739848 -2.796152
C14 -2.018530 -1.401448 -4.109152
C15 -1.729030 -0.113648 -4.578352
C16 -1.205230 0.788352 -3.655052
C17 -1.029430 0.425252 -2.320152
N3 -1.227930 -0.851048 -1.889852
C18 -0.864830 1.473752 -1.334552
C19 -0.174430 2.671452 -1.578252
N4 -0.233330 3.707652 -0.775552
C20 -1.016030 3.591252 0.309348
C21 -1.640830 2.400652 0.612748
N5 -1.571730 1.337152 -0.178352
C22 -2.037330 0.284552 -5.947452
C23 -2.389930 1.605152 -6.247152
C24 -2.691730 1.941252 -7.554052
N6 -2.679430 1.077552 -8.557652
C25 -2.352330 -0.175048 -8.279752
C26 -2.025130 -0.624948 -7.011552
H9 -2.248830 -6.488748 -0.752852
H10 -0.942930 -4.717048 0.418948
H11 -3.229530 -3.907348 -3.759552
H12 -2.448430 -2.132348 -4.771152
H13 -0.971030 1.794452 -3.960552
H14 0.470670 2.775152 -2.441252
H15 -1.092730 4.469152 0.931948
H16 -2.235230 2.280852 1.509148
H17 -2.453030 2.349452 -5.466552
H18 -2.961530 2.956552 -7.816552
H19 -2.351930 -0.850948 -9.127152
H20 -1.741530 -1.656448 -6.857952
N7 -2.387630 -1.857148 1.182048
N8 -1.208230 -1.069248 0.966048
H21 -3.104630 -1.324648 1.682848
H22 -2.147730 -2.675448 1.743148
H23 -0.707830 -0.827848 1.832948
H24 -1.495730 -0.140348 0.538048
N9 0.079470 4.010252 10.407648
C27 0.200670 3.744152 9.297848
C28 0.331770 3.395452 7.941048
C29 0.865270 4.298052 7.016348
C30 0.987770 3.941952 5.692848
C31 0.582870 2.675152 5.264548
C32 0.060670 1.769552 6.192448
C33 -0.076930 2.129352 7.511648
N10 0.701670 2.305052 3.923748
C34 1.525570 2.856152 2.973448
C35 1.325670 2.141252 1.830648
N11 0.399270 1.166952 2.045248
C36 0.048370 1.290252 3.295148
H25 1.192770 5.271152 7.347148
H26 1.393770 4.653252 4.990148
H27 -0.221230 0.775052 5.885848
H28 -0.481030 1.428652 8.223948
H29 2.190270 3.668652 3.179448
H30 1.770370 2.278652 0.866648
H31 -0.705630 0.693652 3.766648

Cartesian forces, eV/Å:
Ti -1.4 0.4 0.8
O 0.3 0.1 0.2
C 2.2 -1.7 -0.2
O -0.4 -0.8 1.7
C -0.5 0.1 0.1
C 0.4 -0.6 0.6
C -0.3 0.0 0.0
C -0.2 0.1 -0.1
C 0.8 0.2 -0.5
O -0.1 0.2 0.0
C -0.3 0.0 -0.6
C 1.8 0.0 -0.1
O -0.2 0.0 0.1
O 0.6 0.4 -1.8
H -0.1 0.0 0.0
H 0.1 0.2 -0.2
H 0.0 0.0 0.1
H 0.1 0.0 0.0
H 0.0 0.1 0.0
H 0.1 0.0 0.0
H 0.0 -0.1 0.1
H -0.2 0.0 0.0
C 0.6 0.5 0.8
C -0.6 -1.5 0.3
N -0.2 0.2 -0.7
C 0.2 0.9 -0.6
C 0.0 -0.7 0.1
N -0.4 0.4 -0.9
C -0.5 -1.5 0.5
C 0.2 1.5 -0.7
C -0.4 -1.8 0.3
C 0.4 0.2 1.6
C -0.5 0.0 -1.7
N -0.1 1.0 -0.4
C -0.6 0.6 1.2
C 0.2 -0.4 -0.2
N -0.4 0.3 0.6
C 0.3 0.1 -0.5
C -0.3 0.0 -0.1
N 0.6 0.8 -1.3
C -0.2 0.2 -0.6
C 0.1 -0.3 0.0
C 0.0 0.2 0.1
N -0.1 0.2 -0.4
C 0.0 -0.3 0.0
C 0.0 0.2 0.2
H 0.1 0.0 0.2
H 0.0 0.1 -0.3
H 0.0 0.1 -0.1
H -0.1 -0.1 -0.1
H -0.1 0.2 0.0
H 0.0 -0.1 -0.1
H -0.1 0.0 0.2
H 0.0 0.1 0.1
H 0.0 0.1 0.0
H 0.0 0.1 0.1
H 0.0 -0.1 0.1
H 0.0 0.0 0.0
N -0.5 0.0 0.5
N -0.7 1.2 1.3
H 0.4 -0.1 0.0
H 0.0 0.2 -0.3
H -0.2 -0.2 -0.5
H 0.0 -0.9 0.4
N 0.0 0.1 0.2
C -0.1 0.3 0.9
C 0.1 -0.3 -1.2
C -0.1 -0.2 0.4
C -0.1 -0.3 -0.3
C -0.1 0.2 0.9
C 0.1 0.1 -0.4
C 0.1 0.4 0.2
N 0.1 -0.1 -0.3
C 0.3 0.1 -0.5
C 0.2 0.2 0.3
N -0.3 -0.2 0.6
C -0.1 -0.2 -0.3
H 0.0 0.1 0.0
H 0.0 0.0 -0.1
H 0.0 -0.1 0.0
H 0.0 -0.1 0.1
H 0.1 0.1 0.1
H 0.2 0.1 -0.2
H -0.2 -0.1 0.3

Löwdin population analysis, charges in e, atoms 1 to 4: Ti 1.05; O 0.13; C -0.60; O -0.15